Record 1
{
  "formula": "C18H19NO4",
  "method": "the ωB97M-V functional and the def2-TZVPD basis",
  "species": ["C", "C", "H", "H", "O", "C", "N", "C", "C", "C", "C", "C", "O", "O", "C", "H", "C", "O", "C", "C", "C", "C", "C", "C", "H", "C", "H", "H", "H", "C", "H", "H", "H", "H", "H", "H", "H", "H", "H", "H", "H", "H"],
  "xyz": [[3.197, -4.605, -0.982], [2.917, -3.253, -1.622], [2.285, -3.377, -2.507], [3.849, -2.752, -1.896], [2.288, -2.353, -0.715], [0.989, -2.507, -0.491], [0.326, -3.472, -1.110], [-0.963, -3.633, -0.859], [-1.669, -2.856, 0.040], [-0.988, -1.837, 0.691], [0.358, -1.634, 0.428], [1.102, -0.519, 1.053], [1.967, 0.133, 0.530], [0.670, -0.294, 2.310], [1.291, 0.795, 2.976], [0.802, 0.866, 3.951], [1.161, 2.129, 2.235], [2.002, 2.984, 2.369], [-0.035, 2.291, 1.385], [-1.265, 1.718, 1.699], [-2.338, 1.900, 0.849], [-2.219, 2.636, -0.323], [-0.988, 3.225, -0.638], [0.081, 3.052, 0.224], [1.041, 3.493, 0.000], [-0.826, 4.035, -1.886], [-1.516, 4.879, -1.887], [-1.041, 3.430, -2.766], [0.188, 4.415, -1.966], [-3.397, 2.802, -1.231], [-3.645, 3.857, -1.345], [-3.173, 2.409, -2.222], [-4.266, 2.282, -0.838], [-3.294, 1.461, 1.100], [-1.391, 1.157, 2.613], [2.358, 0.596, 3.119], [-1.494, -1.185, 1.386], [-2.717, -3.031, 0.221], [-1.438, -4.432, -1.413], [3.782, -4.476, -0.075], [3.752, -5.229, -1.676], [2.261, -5.099, -0.733]],
  "forces_ev_per_a": [[-0.155, 0.366, -0.019], [0.229, -0.466, -0.316], [0.155, 0.081, 0.082], [-0.150, -0.030, 0.000], [0.047, 0.189, 0.194], [-0.646, 0.068, 0.161], [0.600, 0.114, -0.120], [-0.286, 0.085, 0.180], [-0.041, -0.003, -0.046], [0.260, -0.103, -0.131], [0.032, -0.230, -0.206], [0.196, 0.035, -0.167], [-0.039, -0.033, 0.164], [-0.165, -0.200, 0.157], [0.484, 0.265, 0.139], [0.041, -0.020, -0.097], [0.133, -0.271, 0.258], [-0.060, -0.096, 0.026], [-0.409, 0.322, -0.368], [0.271, 0.149, 0.036], [-0.078, 0.048, -0.058], [0.064, -0.067, 0.145], [0.042, -0.019, 0.114], [-0.069, -0.155, 0.182], [0.104, 0.057, -0.044], [-0.026, -0.035, 0.017], [-0.027, 0.084, -0.081], [-0.007, 0.026, -0.122], [0.045, 0.045, -0.049], [0.036, -0.001, 0.006], [-0.075, 0.061, -0.068], [-0.057, 0.000, -0.106], [-0.064, -0.013, -0.015], [-0.101, -0.023, 0.015], [-0.003, -0.102, 0.059], [-0.191, 0.097, -0.012], [-0.018, 0.042, 0.076], [-0.096, -0.027, -0.005], [-0.150, -0.043, 0.016], [0.092, -0.021, 0.070], [0.082, -0.093, -0.072], [0.000, -0.082, 0.004]],
  "e_above_lowest_kcal_mol": 23.2,
  "gap_ev": 9.6,
  "homo_energy_ha": -0.332,
  "smiles": "CCOc1ncccc1C(=O)OCC(=O)c1ccc(C)c(C)c1",
  "multiplicity": 1,
  "lumo_energy_ev": 0.520
}

---

Record 2
{
  "formula": "C18H20BF3O2",
  "method": "the ωB97M-V functional and the def2-TZVPD basis",
  "species": ["F", "B", "F", "F", "C", "C", "C", "H", "H", "H", "H", "H", "C", "O", "C", "C", "C", "C", "C", "C", "C", "C", "C", "O", "C", "C", "C", "C", "C", "H", "H", "H", "H", "H", "H", "H", "H", "H", "H", "H", "H", "H", "H", "H"],
  "xyz": [[6.271, 0.402, -2.687], [5.241, 0.464, -1.779], [5.263, -0.463, -0.768], [4.859, 1.734, -1.395], [3.892, -0.102, -2.860], [2.664, -0.444, -2.137], [1.750, 0.349, -1.485], [3.730, 0.768, -3.516], [4.332, -0.970, -3.387], [2.410, -1.499, -2.208], [0.670, 0.133, -1.763], [2.121, 1.320, -1.067], [-3.949, 4.904, 0.451], [-2.681, 4.757, 1.122], [-1.962, 3.622, 0.957], [-0.642, 3.605, 1.494], [0.153, 2.512, 1.287], [-0.318, 1.367, 0.598], [0.582, 0.238, 0.390], [0.126, -1.110, 0.616], [1.035, -2.188, 0.398], [0.640, -3.497, 0.529], [-0.705, -3.793, 0.897], [-1.049, -5.098, 0.956], [-2.409, -5.461, 1.234], [-1.625, -2.748, 1.135], [-1.202, -1.437, 1.019], [-1.628, 1.409, 0.054], [-2.445, 2.516, 0.216], [-4.252, 5.923, 0.701], [-3.844, 4.788, -0.640], [-4.677, 4.178, 0.842], [-0.332, 4.456, 2.102], [1.174, 2.505, 1.670], [1.661, 0.432, 0.583], [2.057, -1.956, 0.098], [1.344, -4.324, 0.425], [-2.394, -6.549, 1.219], [-2.725, -5.104, 2.222], [-3.095, -5.081, 0.465], [-2.644, -2.945, 1.465], [-1.923, -0.646, 1.229], [-2.007, 0.554, -0.515], [-3.471, 2.481, -0.166]],
  "forces_ev_per_a": [[0.621, 0.242, 0.491], [-1.421, -0.353, -1.185], [0.554, 0.024, 0.561], [0.387, 0.112, 0.384], [-1.566, -0.369, 0.483], [1.329, -0.784, -1.238], [-1.176, 1.604, 0.299], [0.357, -0.182, 0.430], [-0.445, 0.533, 0.247], [-0.190, -0.212, 0.052], [1.328, 0.670, 0.374], [-0.806, -0.409, -1.447], [0.428, -0.139, 0.308], [-0.008, -0.211, -0.073], [0.142, -0.261, -0.564], [-1.394, 0.423, 0.013], [0.234, -0.674, -0.246], [-0.156, 0.678, -1.097], [1.621, -0.123, 1.027], [-0.474, -1.314, -0.230], [-0.455, 0.374, 0.140], [-0.770, -0.351, 0.624], [-0.148, 0.536, -0.298], [-0.043, 0.065, 0.076], [0.385, 0.100, -0.022], [0.610, -0.528, 0.132], [0.760, 0.472, -0.445], [0.594, -0.118, 0.172], [0.073, 0.251, 0.575], [-0.083, -0.279, -0.152], [0.028, 0.035, 0.370], [0.163, 0.243, -0.135], [0.036, -0.218, -0.344], [-0.224, -0.007, -0.044], [-1.309, -0.247, 0.748], [-0.234, -0.053, 0.090], [-0.250, 0.236, -0.142], [-0.164, 0.119, 0.026], [0.092, -0.060, -0.165], [0.200, -0.039, 0.114], [0.290, -0.046, -0.158], [0.346, -0.279, 0.063], [0.207, 0.357, 0.120], [0.530, 0.180, 0.066]],
  "gap_ev": 5.9,
  "homo_energy_ha": -0.276,
  "multiplicity": 1,
  "lumo_energy_ev": -1.644
}

---

Record 3
{
  "formula": "C18H20BN12RuS",
  "method": "the ωB97M-V functional and the def2-TZVPD basis",
  "species": ["Ru", "C", "C", "N", "N", "C", "B", "N", "C", "C", "C", "N", "N", "C", "C", "C", "N", "H", "H", "H", "H", "H", "H", "H", "H", "H", "H", "N", "C", "N", "N", "C", "N", "H", "H", "H", "H", "N", "C", "N", "C", "C", "C", "C", "C", "C", "S", "H", "H", "H", "H", "H", "H"],
  "xyz": [[0.479, 0.442, 0.624], [1.910, -3.783, 1.205], [1.045, -2.758, 1.565], [1.381, -1.632, 0.927], [2.443, -1.917, 0.142], [2.783, -3.203, 0.299], [3.144, -0.847, -0.715], [2.151, -0.376, -1.814], [2.330, -0.359, -3.139], [1.183, 0.143, -3.739], [0.328, 0.421, -2.684], [0.922, 0.100, -1.527], [3.492, 0.358, 0.196], [4.699, 0.889, 0.424], [4.566, 1.948, 1.311], [3.208, 2.007, 1.586], [2.571, 1.038, 0.913], [1.907, -4.799, 1.559], [0.220, -2.782, 2.257], [3.614, -3.636, -0.234], [4.124, -1.286, -1.220], [3.247, -0.705, -3.587], [0.996, 0.282, -4.789], [-0.675, 0.818, -2.702], [5.582, 0.495, -0.050], [5.347, 2.579, 1.698], [2.669, 2.692, 2.221], [-3.959, 3.700, -2.492], [-2.822, 3.775, -1.810], [-1.974, 4.775, -2.042], [-2.597, 2.823, -0.914], [-1.650, 2.506, -0.155], [-0.805, 2.140, 0.585], [-4.245, 4.412, -3.143], [-4.595, 2.945, -2.297], [-2.204, 5.516, -2.685], [-1.136, 4.882, -1.497], [-0.656, 0.134, 4.167], [-1.414, -0.491, 3.260], [-1.151, -0.525, 1.974], [-2.098, -1.263, 1.266], [-2.088, -1.509, -0.105], [-3.100, -2.269, -0.658], [-4.117, -2.789, 0.141], [-4.137, -2.561, 1.505], [-3.121, -1.797, 2.059], [-2.860, -1.361, 3.729], [0.156, 0.640, 3.868], [-0.900, 0.149, 5.140], [-1.273, -1.124, -0.711], [-3.097, -2.477, -1.720], [-4.894, -3.389, -0.311], [-4.926, -2.973, 2.120]],
  "forces_ev_per_a": [[0.416, -0.689, 0.163], [-0.042, 0.060, 0.003], [0.107, -0.175, 0.060], [-0.394, 0.569, -0.248], [0.378, -0.215, -0.015], [-0.140, -0.097, 0.109], [-0.358, -0.014, 0.153], [0.238, -0.044, -0.248], [-0.152, 0.050, -0.061], [-0.075, 0.039, 0.054], [0.082, -0.028, -0.177], [-0.238, 0.170, 0.702], [0.430, -0.045, -0.050], [-0.052, 0.121, 0.097], [-0.088, 0.009, 0.024], [0.258, 0.028, -0.019], [-0.749, 0.048, -0.048], [0.010, 0.010, -0.020], [-0.023, 0.046, -0.048], [0.019, 0.088, -0.020], [0.089, 0.012, -0.038], [0.025, -0.017, 0.087], [0.024, -0.023, 0.003], [-0.005, -0.009, 0.050], [-0.053, -0.062, -0.033], [-0.017, 0.000, -0.003], [-0.035, -0.022, -0.007], [0.048, 0.030, 0.001], [0.175, 0.270, 0.034], [-0.053, 0.046, -0.057], [-0.489, -0.579, 0.174], [0.373, 0.406, -0.112], [-0.069, -0.113, -0.297], [0.020, -0.004, -0.018], [-0.002, -0.013, 0.050], [0.038, -0.009, 0.002], [-0.002, -0.034, 0.053], [-0.061, -0.028, -0.111], [-0.429, -0.274, -0.021], [0.593, 0.371, -0.266], [-0.473, -0.305, 0.006], [0.160, 0.186, 0.281], [-0.023, -0.031, -0.045], [0.006, -0.005, -0.049], [-0.059, -0.022, 0.100], [0.251, 0.128, -0.223], [0.264, 0.182, 0.002], [0.123, 0.068, 0.094], [-0.007, 0.005, 0.038], [-0.050, -0.099, -0.149], [0.007, 0.010, 0.013], [-0.011, 0.005, 0.019], [0.014, 0.002, 0.011]],
  "e_above_lowest_kcal_mol": 0.0,
  "gap_ev": [9.1, 5.6],
  "homo_energy_ha": [-0.505, -0.504],
  "total_charge": 2,
  "multiplicity": 6,
  "s2": 8.76,
  "lumo_energy_ev": [-4.646, -8.134]
}

---

Record 4
{
  "formula": "C18H20BrN4OOsS2",
  "method": "the ωB97M-V functional and the def2-TZVPD basis",
  "species": ["Os", "C", "S", "C", "S", "N", "N", "C", "C", "C", "C", "C", "C", "N", "H", "H", "H", "H", "H", "H", "H", "H", "Br", "C", "C", "C", "C", "C", "C", "H", "H", "H", "H", "N", "C", "H", "C", "C", "C", "O", "H", "H", "H", "H", "H", "H", "H"],
  "xyz": [[0.479, -0.250, 0.435], [4.159, 3.379, 0.840], [3.091, 3.244, 2.288], [2.122, 1.855, 1.942], [2.421, 0.889, 0.476], [1.236, 1.546, 2.832], [0.491, 0.462, 2.435], [-0.398, 0.001, 3.231], [-1.125, -1.156, 2.725], [-2.032, -1.873, 3.487], [-2.619, -3.003, 2.943], [-2.266, -3.395, 1.659], [-1.353, -2.638, 0.952], [-0.804, -1.529, 1.462], [4.738, 4.284, 1.009], [3.577, 3.495, -0.071], [4.839, 2.533, 0.762], [-0.572, 0.424, 4.214], [-2.262, -1.546, 4.491], [-3.336, -3.575, 3.515], [-2.698, -4.271, 1.200], [-1.054, -2.896, -0.055], [-0.221, -1.950, -6.098], [-0.004, -1.503, -4.279], [-1.101, -1.518, -3.432], [-0.933, -1.181, -2.096], [0.319, -0.832, -1.576], [1.400, -0.837, -2.458], [1.248, -1.162, -3.801], [-2.079, -1.779, -3.814], [-1.814, -1.157, -1.466], [2.392, -0.570, -2.110], [2.097, -1.147, -4.470], [2.270, -2.851, 0.254], [1.655, -1.879, 0.351], [2.781, -3.702, 0.136], [-0.562, 2.229, -1.750], [-1.551, 1.801, -0.685], [-1.933, 2.971, 0.209], [-1.100, 0.795, 0.246], [-0.987, 3.094, -2.261], [-0.370, 1.463, -2.493], [0.388, 2.541, -1.308], [-2.453, 1.398, -1.158], [-1.040, 3.389, 0.684], [-2.623, 2.654, 0.989], [-2.411, 3.753, -0.383]],
  "forces_ev_per_a": [[0.266, -0.236, -0.147], [-0.006, -0.046, -0.015], [0.018, -0.032, 0.004], [0.017, 0.237, 0.085], [-0.042, -0.145, 0.022], [-0.016, -0.258, -0.246], [-0.042, 0.377, 0.256], [-0.084, -0.132, -0.122], [0.133, 0.229, 0.070], [-0.038, -0.084, -0.066], [0.021, 0.034, -0.004], [-0.015, 0.011, 0.052], [0.050, 0.013, -0.044], [-0.185, -0.281, 0.063], [-0.003, 0.013, 0.007], [0.012, 0.020, -0.003], [-0.012, 0.018, 0.010], [0.019, 0.003, 0.003], [0.009, 0.009, 0.003], [0.005, -0.003, -0.001], [0.002, -0.001, -0.011], [-0.020, 0.003, -0.015], [-0.011, -0.020, -0.070], [-0.071, -0.009, 0.026], [0.011, 0.009, -0.022], [0.140, 0.023, -0.059], [-0.224, 0.182, -0.044], [-0.054, -0.080, -0.110], [0.076, 0.033, 0.089], [0.004, 0.002, -0.009], [-0.023, 0.005, 0.056], [0.029, 0.013, -0.007], [0.006, 0.001, 0.000], [-0.024, -0.045, 0.024], [-0.156, 0.244, 0.083], [0.034, 0.030, -0.030], [-0.015, 0.084, 0.052], [-0.063, -0.209, 0.081], [-0.028, 0.082, -0.002], [0.238, 0.008, 0.112], [0.050, -0.001, -0.031], [0.019, -0.093, -0.039], [-0.023, -0.019, 0.041], [0.045, 0.010, -0.002], [-0.040, -0.017, -0.041], [-0.013, -0.010, -0.013], [0.004, 0.028, 0.012]],
  "e_above_lowest_kcal_mol": 1.0,
  "gap_ev": [6.2, 6.2],
  "homo_energy_ha": [-0.400, -0.400],
  "total_charge": 1,
  "multiplicity": 1,
  "lumo_energy_ev": [-4.702, -4.702]
}

---

Record 5
{
  "formula": "C18H20CaN3O2S",
  "method": "the ωB97M-V functional and the def2-TZVPD basis",
  "species": ["Ca", "C", "C", "N", "N", "C", "O", "C", "C", "C", "C", "C", "C", "C", "C", "C", "C", "C", "N", "H", "H", "H", "H", "H", "H", "H", "H", "H", "H", "H", "H", "O", "S", "C", "C", "C", "C", "H", "H", "H", "H", "H", "H", "H", "H"],
  "xyz": [[-1.652, -0.123, -1.025], [2.625, 1.275, -1.664], [1.136, 1.155, -1.614], [0.501, 0.036, -1.579], [1.168, -1.138, -1.543], [0.312, -2.161, -1.552], [-0.958, -2.049, -1.610], [0.893, -3.522, -1.470], [2.271, -3.731, -1.423], [2.772, -5.018, -1.340], [1.907, -6.105, -1.301], [0.536, -5.902, -1.348], [0.030, -4.616, -1.433], [0.285, 2.363, -1.607], [0.847, 3.634, -1.729], [0.028, 4.751, -1.733], [-1.342, 4.582, -1.617], [-1.826, 3.292, -1.496], [-1.055, 2.207, -1.484], [3.059, 0.281, -1.639], [2.998, 1.852, -0.815], [2.944, 1.778, -2.579], [2.936, -2.880, -1.455], [3.841, -5.178, -1.307], [2.304, -7.109, -1.237], [-0.139, -6.747, -1.322], [-1.036, -4.443, -1.476], [1.916, 3.744, -1.828], [0.455, 5.740, -1.832], [-2.024, 5.420, -1.624], [-2.895, 3.121, -1.409], [-1.301, 0.018, 1.134], [-0.676, 1.127, 1.960], [-0.457, 0.370, 3.606], [-1.549, 0.909, 4.535], [-2.717, 1.338, 3.652], [-2.077, 2.129, 2.521], [0.557, 0.565, 3.951], [-0.561, -0.696, 3.404], [-1.173, 1.771, 5.089], [-1.836, 0.152, 5.263], [-3.442, 1.942, 4.195], [-3.235, 0.466, 3.249], [-1.659, 3.074, 2.875], [-2.710, 2.328, 1.658]],
  "forces_ev_per_a": [[-1.322, 0.074, -0.107], [-0.043, -0.074, -0.007], [0.147, -0.210, -0.005], [0.497, 0.389, -0.116], [0.274, -0.368, -0.072], [0.385, -0.099, -0.012], [-0.022, -0.273, -0.081], [0.005, -0.104, -0.027], [-0.046, 0.086, -0.002], [0.062, -0.040, 0.005], [0.003, 0.004, -0.001], [-0.006, -0.021, 0.002], [0.026, 0.063, -0.013], [-0.080, 0.338, -0.043], [-0.068, -0.093, 0.007], [-0.053, -0.079, 0.011], [0.013, 0.000, -0.006], [-0.087, 0.079, 0.005], [0.263, 0.069, 0.002], [0.012, 0.018, 0.001], [0.010, 0.014, -0.004], [0.013, 0.009, -0.004], [-0.008, -0.008, -0.001], [0.003, 0.002, -0.001], [0.006, -0.001, 0.000], [-0.001, -0.001, -0.001], [-0.011, -0.001, -0.001], [0.014, -0.016, 0.004], [0.010, 0.007, -0.003], [0.003, 0.004, -0.001], [0.003, 0.019, 0.004], [-0.273, -0.081, 0.040], [0.147, 0.253, 0.424], [0.021, 0.057, -0.022], [-0.006, 0.015, 0.014], [-0.029, -0.022, 0.017], [0.127, 0.009, 0.083], [0.001, 0.011, -0.012], [0.001, -0.005, -0.045], [0.004, -0.009, 0.004], [-0.001, 0.002, -0.001], [-0.009, -0.008, -0.008], [-0.008, 0.010, 0.009], [0.005, -0.004, -0.006], [0.018, -0.015, -0.031]],
  "e_above_lowest_kcal_mol": 5.4,
  "gap_ev": 7.3,
  "homo_energy_ha": -0.388,
  "total_charge": 1,
  "multiplicity": 1,
  "lumo_energy_ev": -3.233
}

---

| no. | M (g/mol) | total energy (hartree) |
| --- | --- | --- |
| 1 | 313.35 | -1053.04590 |
| 2 | 336.16 | -1172.82594 |
| 3 | 548.39 | -1872.48658 |
| 4 | 642.65 | -4452.98651 |
| 5 | 382.52 | -2088.35146 |